1.
Computed, not measured: a cluster of 2 separate species, C3H5ClS in total, with ωB97M-V/def2-TZVPD.

Each line ends with the Mulliken charge.
Atoms and positions in Å:
C  1.5918  -0.2155  -0.2627  -0.34
C  0.6201  0.8705  -0.2562  -0.33
C  -2.3704  -0.0011  0.8257  -0.56
S  2.1307  1.4302  0.3381  -0.11
Cl  -3.3974  0.8422  -0.1887  -0.11
H  1.5403  -0.9518  0.5292  0.22
H  2.0534  -0.5790  -1.1751  0.26
H  0.1151  1.3098  -1.0957  0.30
H  -1.8679  0.5467  1.5998  0.35
H  -2.0260  -0.9658  0.5093  0.32

Cartesian forces, eV/Å:
0.0 -0.2 0.2
0.1 -0.1 -0.2
0.6 -0.1 0.3
0.1 0.1 0.1
-0.4 0.3 -0.4
0.0 0.0 0.0
-0.1 0.1 -0.1
-0.3 0.1 -0.1
0.0 0.1 0.1
0.0 -0.2 -0.1

Summary:
Energy above the lowest of the compared OMol25 structures with the same formula, charge and spin, kcal/mol: 86.6
Charge: 0

=====

2.
Computed, not measured: a structure of composition C3H5CsO4 at a distorted geometry, with ωB97M-V/def2-TZVPD.

Each line ends with the Löwdin spin population.
Atoms and positions in Å:
O  -1.1770  0.0307  0.4257  0.07
Cs  -4.2487  1.1208  -1.1089  0.01
O  -3.1447  -0.7481  0.9329  0.01
C  -1.9417  -0.6555  1.3376  0.01
O  -1.4249  -1.2093  2.3093  0.00
C  0.5167  -0.0163  0.4725  0.08
C  1.0551  0.5846  -0.7687  0.48
H  0.9002  0.4592  1.3856  0.00
H  0.7328  -1.0949  0.5602  0.01
H  1.4222  1.6134  -0.6983  0.02
H  0.5029  0.3801  -1.6923  0.02
O  3.5232  -0.0140  -1.1666  0.30
H  3.2839  -0.4507  -1.9891  -0.01

Cartesian forces, eV/Å:
2.2 0.9 -0.2
0.9 -0.7 0.8
-1.1 0.8 -0.1
0.8 -1.2 -0.7
-0.1 0.4 0.2
-0.9 -0.7 -0.4
-0.8 0.7 0.5
-0.6 0.0 -0.3
-0.5 0.4 -0.1
0.0 -0.4 -0.1
0.4 -0.3 0.2
-0.3 0.2 0.2
-0.1 -0.1 -0.1

Summary:
Energy above the lowest of the compared OMol25 structures with the same formula, charge and spin, kcal/mol: 52.5
2S+1: 2
Charge: -1
<S²>: 0.759

=====

3.
Computed, not measured: a structure of composition C3H5CuLiO at a distorted geometry, with ωB97M-V/def2-TZVPD.

Each line ends with the Löwdin spin population.
Atoms and positions in Å:
O  1.6098  1.0854  -1.2942  0.09
C  1.1841  -0.2336  -1.2918  0.17
H  0.2045  -0.1899  -1.8489  0.01
Cu  0.0867  1.7526  -0.2403  0.40
Li  3.4609  0.2300  -1.1088  0.05
C  -1.4853  0.1056  1.1450  0.07
H  -2.4589  0.1903  0.6455  0.01
H  -1.3888  0.4118  2.1937  0.02
C  -0.5723  -0.8153  0.6388  0.17
H  0.3119  -1.0022  1.2596  0.01
H  -0.9525  -1.5347  -0.0987  0.01

Cartesian forces, eV/Å:
0.2 -2.4 0.2
1.2 2.7 -0.6
0.3 -0.5 0.3
-0.4 -0.5 0.6
-1.8 0.1 0.0
0.9 -0.9 -0.7
0.4 0.2 0.4
0.0 0.5 -0.7
-1.3 0.6 1.2
-0.3 -0.3 -0.6
0.8 0.5 0.0

Summary:
E, a.u.: -1840.35636
2S+1: 2
Charge: 0
<S²>: 0.761

=====

4.
Computed, not measured: a structure of composition C3H5CuO3 at a distorted geometry, with ωB97M-V/def2-TZVPD.

Each line ends with the Mulliken charge.
Atoms and positions in Å:
H  0.7355  0.7778  -1.6761  0.27
C  -0.2716  1.0966  -1.3481  -0.51
C  -0.4859  1.3097  0.1220  -0.44
O  0.5740  0.6275  0.8930  -0.35
C  0.6845  -0.6475  0.8425  0.22
O  1.7379  -0.9976  1.5774  -0.41
Cu  -0.8243  -1.6796  -0.7192  0.22
O  -1.3858  0.2141  -1.6474  -0.41
H  -0.4734  2.0563  -1.8595  0.18
H  -2.0234  0.8231  -0.8390  0.41
H  -1.0080  1.8808  0.8952  0.40
H  1.9459  -1.9192  1.3888  0.42

Cartesian forces, eV/Å:
-0.7 -0.4 0.5
-0.7 2.6 1.7
1.5 -0.7 0.8
-0.5 -1.1 0.4
-0.3 0.0 -0.7
0.2 -0.2 -0.3
0.6 1.7 0.7
-2.3 0.3 0.4
0.0 -0.4 -0.2
2.0 -3.0 -2.1
0.5 1.0 -1.4
-0.2 0.0 0.2

Summary:
Energy above the lowest of the compared OMol25 structures with the same formula, charge and spin, kcal/mol: 100.6
Charge: 0

=====

5.
Computed, not measured: the molecule C3H5F at a distorted geometry, with ωB97M-V/def2-TZVPD.

Each line ends with the Mulliken charge.
Atoms and positions in Å:
C  0.6834  -1.4311  0.0528  -0.74
C  0.6534  -0.0947  -0.0411  0.57
C  -0.2355  1.0776  0.0110  -0.78
F  2.1546  0.4153  -0.3188  -0.38
H  1.5572  -2.0415  0.1791  0.30
H  -0.1470  -2.0715  0.3618  0.25
H  -0.1519  1.8930  -0.7692  0.26
H  -1.2099  0.7600  -0.0592  0.31
H  0.2215  1.4111  1.0708  0.21

Cartesian forces, eV/Å:
-1.1 0.8 1.1
4.5 -1.2 -2.2
3.7 1.3 1.7
-3.6 -0.8 0.8
0.8 0.6 -0.5
-0.5 0.8 -0.5
0.7 -1.2 0.9
-2.4 -0.7 0.8
-2.0 0.3 -2.1

Summary:
Energy above the lowest of the compared OMol25 structures with the same formula, charge and spin, kcal/mol: 29.5
SMILES: C=C(C)F
Charge: 0

=====

6.
Computed, not measured: a cluster of 2 separate species, C3H5F2O4P in total at a distorted geometry, with ωB97M-V/def2-TZVPD.

Each line ends with the Mulliken charge.
Atoms and positions in Å:
C  -0.2247  -0.8885  -1.6669  -1.08
C  1.0525  -0.7522  -0.8759  0.15
C  0.3348  -0.3546  1.1248  0.08
O  -0.7744  1.7050  -0.1786  -0.48
O  -2.3523  0.4697  1.5954  -0.83
O  -0.5566  2.1385  2.3331  -0.77
O  1.8213  0.1284  -1.2086  -0.75
F  1.4966  0.2890  1.7348  -0.35
F  0.1481  -1.3033  2.0607  -0.32
P  -0.9616  1.0578  1.3786  0.75
H  -0.4367  0.0608  -2.1505  0.23
H  0.2011  -1.4865  -2.4418  0.47
H  -1.1464  -1.4100  -1.2572  0.23
H  1.3576  -1.6941  -0.5520  0.39
H  0.0409  2.0399  0.1043  0.28

Cartesian forces, eV/Å:
-1.0 -0.3 -0.2
-3.3 0.6 2.1
0.8 2.8 -0.4
-2.3 -1.1 0.9
1.1 0.2 -0.8
0.6 0.2 -0.1
2.3 1.8 -0.8
0.3 0.0 -0.8
-0.8 -2.1 0.8
-2.0 -1.5 0.0
-0.4 0.2 0.4
-0.2 -1.0 -1.3
1.2 0.8 -0.1
1.1 -2.2 0.8
2.7 1.6 -0.5

Summary:
Energy above the lowest of the compared OMol25 structures with the same formula, charge and spin, kcal/mol: 51.2
Charge: -2

=====

7.
Computed, not measured: a cluster of 2 separate species, C3H5F3N2O2 in total at a distorted geometry, with ωB97M-V/def2-TZVPD.

Each line ends with the Mulliken charge.
Atoms and positions in Å:
H  -1.1779  -1.2625  -1.8079  0.26
N  -0.5322  -0.4337  -1.5798  -0.53
C  -0.9732  0.3837  -0.7181  -0.47
C  -2.2063  0.2290  0.0936  0.89
F  -2.7317  1.3542  0.5278  -0.27
F  -1.9067  -0.4314  1.2436  -0.26
F  -3.1129  -0.4577  -0.5509  -0.26
H  -0.4286  1.2477  -0.5002  0.64
C  1.1536  -0.3476  1.2402  -0.75
N  1.9722  0.1242  0.3274  0.78
O  2.0246  1.3791  0.2039  -0.65
O  2.9022  -0.6527  -0.3651  -0.49
H  1.1371  -1.3525  1.4685  0.36
H  0.4701  0.5095  1.5720  0.37
H  3.4096  -0.2893  -1.1550  0.37

Cartesian forces, eV/Å:
0.9 1.5 0.8
-1.3 -0.8 -0.3
0.1 -1.4 -1.3
0.3 -0.7 1.2
-0.4 1.3 -0.4
0.2 -0.6 0.0
-1.1 -0.7 -0.5
1.1 1.4 0.4
0.1 2.4 -1.5
0.2 2.6 0.9
0.5 -0.7 -1.5
0.0 -1.5 0.2
-0.3 -1.8 0.4
1.3 -2.0 0.0
-1.7 0.9 1.6

Summary:
Energy above the lowest of the compared OMol25 structures with the same formula, charge and spin, kcal/mol: 102.9
SMILES: [H]/N=C\C(F)(F)F.C=[N+]([O-])O
Charge: 0

=====

8.
Computed, not measured: the molecule C3H5FN2 at a distorted geometry, with ωB97M-V/def2-TZVPD.

Each line ends with the Mulliken charge.
Atoms and positions in Å:
F  0.4110  1.0986  -1.3676  -0.28
C  0.1735  0.9624  0.0314  0.27
C  -1.3175  0.4788  0.0256  -0.40
N  -1.2603  -0.7654  -0.5464  -0.42
N  -0.0177  -1.1769  -0.3955  0.00
C  0.8240  -0.3791  0.4469  -0.55
H  0.8797  1.9182  0.5357  0.29
H  -2.2385  1.0886  -0.3208  0.28
H  0.0338  -2.1544  -0.2190  0.25
H  0.5485  -0.5098  1.6011  0.28
H  1.9634  -0.5610  0.2085  0.29

Cartesian forces, eV/Å:
0.4 0.7 0.5
2.5 1.5 0.7
-0.8 -0.8 -3.1
-0.7 3.9 3.1
1.3 -2.6 0.0
0.3 0.8 0.8
-3.2 -2.5 -1.1
1.8 -0.8 1.0
0.0 -0.8 -0.4
0.7 0.1 -2.1
-2.4 0.6 0.5

Summary:
Energy above the lowest of the compared OMol25 structures with the same formula, charge and spin, kcal/mol: 64.5
SMILES: F[C@H]1C=NNC1
Charge: 0

=====

9.
Computed, not measured: the molecule C3H5FO at a distorted geometry, with ωB97M-V/def2-TZVPD.

Each line ends with the Mulliken charge.
Atoms and positions in Å:
C  1.1894  -0.1860  -0.1201  -1.19
C  -0.1173  0.4221  0.3491  0.51
F  -0.2539  1.6197  -0.1992  -0.28
C  -1.4126  -0.2580  -0.0698  -0.13
O  -2.4849  0.2639  -0.0548  -0.42
H  2.0786  0.1449  0.4294  0.30
H  1.3204  0.0273  -1.2240  0.29
H  1.1515  -1.2700  -0.1212  0.35
H  -0.0823  0.5261  1.4208  0.21
H  -1.3890  -1.2900  -0.4102  0.34

Cartesian forces, eV/Å:
0.0 -0.4 -1.8
0.4 -1.4 0.1
0.2 3.1 -0.8
-0.1 -1.2 0.2
-0.2 0.8 0.2
-0.4 0.1 -0.1
-0.1 0.1 1.2
0.0 -0.3 0.5
-0.3 0.0 0.7
0.5 -0.7 -0.2

Summary:
Energy above the lowest of the compared OMol25 structures with the same formula, charge and spin, kcal/mol: 10.6
SMILES: C[C@@H](F)C=O
Charge: 0

=====

10.
Computed, not measured: the molecule C3H5FO at a distorted geometry, with ωB97M-V/def2-TZVPD.

Each line ends with the Mulliken charge.
Atoms and positions in Å:
C  0.1014  -0.5911  -0.3473  -0.11
C  -1.3548  1.4263  -0.6841  -0.02
C  0.9704  -1.0629  0.8721  -1.00
O  -0.3560  0.6059  -0.1942  -0.23
F  -1.2467  2.6053  -0.0610  -0.21
H  0.0113  -0.9543  -1.3538  0.41
H  -1.7804  1.5147  -1.7227  0.24
H  1.8460  -0.4791  0.8815  0.30
H  1.4089  -2.0210  0.7939  0.35
H  0.3998  -1.0438  1.8157  0.26

Cartesian forces, eV/Å:
1.0 -1.7 0.8
0.7 -1.4 0.2
-2.0 0.4 -1.5
-2.1 3.5 0.1
0.0 0.2 -0.1
0.2 -0.9 -0.1
1.1 -0.5 1.0
0.9 1.4 0.6
-0.2 -1.5 -0.6
0.3 0.3 -0.4

Summary:
Energy above the lowest of the compared OMol25 structures with the same formula, charge and spin, kcal/mol: 91.2
Charge: 0